The following is a DFT calculation (wB97M-V/def2-TZVPD) of an isolated ion of composition C21H26ClN2O2 and charge +1.

```
52
C21H26ClN2O2 wB97M-V/def2-TZVPD
C 2.223 6.023 -0.075
H 1.142 5.966 -0.175
H 2.675 5.879 -1.054
H 2.470 7.024 0.264
C 2.752 4.998 0.921
H 2.239 5.115 1.877
C 2.605 3.553 0.435
C 1.139 3.151 0.306
N 0.976 1.700 0.041
H 1.524 1.160 0.726
C 1.355 1.247 -1.318
C 1.090 -0.252 -1.450
N 1.608 -1.061 -0.348
C 0.388 -1.486 0.094
O 0.039 -2.156 1.020
C -0.336 -0.705 -1.033
O -1.173 0.369 -0.671
C -2.513 0.088 -0.381
C -2.956 -1.155 0.039
C -4.299 -1.336 0.319
C -5.187 -0.279 0.186
C -4.735 0.969 -0.225
C -3.397 1.152 -0.510
H -3.033 2.113 -0.839
H -5.428 1.789 -0.325
Cl -6.857 -0.510 0.535
H -4.653 -2.300 0.647
H -2.271 -1.977 0.174
H -0.833 -1.361 -1.754
C 2.929 -1.483 -0.054
C 3.910 -0.524 0.178
C 5.203 -0.905 0.481
C 5.517 -2.251 0.564
C 4.542 -3.201 0.330
C 3.237 -2.845 0.008
C 2.212 -3.898 -0.260
H 2.691 -4.861 -0.413
H 1.528 -3.986 0.584
H 1.620 -3.658 -1.143
H 4.794 -4.249 0.388
H 6.522 -2.557 0.808
H 5.957 -0.154 0.658
H 3.672 0.529 0.127
H 1.414 -0.593 -2.438
H 0.743 1.781 -2.047
H 2.407 1.461 -1.508
H -0.028 1.408 0.130
H 0.619 3.383 1.238
H 0.659 3.699 -0.505
H 3.114 3.457 -0.526
H 3.096 2.895 1.156
H 3.812 5.188 1.092
```

**HOMO level**: -11.41 eV
**Charge**: +1
**Total energy**: -1535.7775 Ha
**Max |F|**: 0.7 eV/A
**SMILES**: CCCC[NH2+]C[C@@H]1[C@H](Oc2ccc(Cl)cc2)C(=O)N1c1ccccc1C
**Gap between HOMO and LUMO**: 9.1 eV

Atom charges from the natural (NBO) analysis, given in e for atoms 1 to 8: C -0.613; H 0.198; H 0.207; H 0.235; C -0.390; H 0.206; C -0.420; C -0.223